{"formula": "C47H105BF4N5O", "method": "ωB97M-V/def2-TZVPD", "elements": ["C", "C", "O", "H", "H", "H", "H", "H", "C", "C", "C", "N", "C", "C", "C", "C", "C", "C", "H", "H", "H", "H", "H", "H", "H", "H", "H", "H", "H", "H", "H", "H", "H", "H", "H", "H", "H", "H", "C", "C", "C", "N", "C", "C", "C", "C", "C", "C", "H", "H", "H", "H", "H", "H", "H", "H", "H", "H", "H", "H", "H", "H", "H", "H", "H", "H", "H", "H", "C", "C", "C", "N", "C", "C", "C", "C", "C", "C", "H", "H", "H", "H", "H", "H", "H", "H", "H", "H", "H", "H", "H", "H", "H", "H", "H", "H", "H", "H", "C", "C", "C", "N", "C", "C", "C", "C", "C", "C", "H", "H", "H", "H", "H", "H", "H", "H", "H", "H", "H", "H", "H", "H", "H", "H", "H", "H", "H", "H", "C", "C", "C", "N", "C", "C", "C", "C", "C", "C", "H", "H", "H", "H", "H", "H", "H", "H", "H", "H", "H", "H", "H", "H", "H", "H", "H", "H", "H", "H", "B", "F", "F", "F", "F"], "xyz": [[0.200157, -0.378809, 0.506797], [-0.311886, 0.323409, 1.801625], [-0.891178, 1.536249, 1.487567], [0.944671, 0.216323, -0.022004], [-0.528291, -0.649298, -0.257595], [0.647102, -1.298337, 0.884708], [0.579191, 0.516661, 2.398900], [-1.014121, -0.330691, 2.318453], [9.498157, -5.419250, 3.710816], [8.246961, -6.224161, 3.647312], [6.939180, -5.368258, 3.756494], [5.600123, -6.189128, 3.832489], [5.178596, -6.788325, 2.445697], [3.852569, -7.593390, 2.425366], [2.674194, -6.681729, 2.877454], [3.022720, -5.983826, 4.278389], [4.408039, -5.197661, 4.270322], [5.714919, -7.306507, 4.978512], [9.637591, -4.980200, 4.698685], [9.463446, -4.567849, 3.031106], [10.353134, -6.055173, 3.481259], [8.212964, -6.873208, 4.522361], [8.253057, -6.829528, 2.740893], [6.851243, -4.573943, 3.015258], [6.915774, -4.819887, 4.698219], [5.017118, -5.880116, 1.865027], [6.019992, -7.362215, 2.057369], [3.711445, -7.951911, 1.405738], [3.998320, -8.505284, 3.004414], [2.299599, -5.843779, 2.289563], [1.811583, -7.307062, 3.107556], [2.199419, -5.310563, 4.517141], [3.014201, -6.627870, 5.157720], [4.492335, -4.372598, 3.563005], [4.589579, -4.743225, 5.244296], [6.172677, -8.101354, 4.389639], [4.806161, -7.680624, 5.449978], [6.388102, -7.005515, 5.781216], [-0.680375, -10.883675, -9.287860], [0.231582, -9.914105, -8.555076], [0.196135, -8.544474, -9.304681], [0.789575, -7.421864, -8.431623], [0.711448, -6.177754, -9.361530], [0.867353, -4.891533, -8.563387], [-0.239414, -4.699737, -7.536318], [-0.197385, -5.774797, -6.571687], [-0.073517, -7.225982, -7.113252], [2.294030, -7.615464, -8.034370], [-0.450016, -11.079242, -10.335136], [-1.622761, -10.355836, -9.141556], [-0.915374, -11.858163, -8.859794], [1.254690, -10.255082, -8.713547], [-0.001594, -9.875101, -7.491032], [-0.865653, -8.340468, -9.442977], [0.655010, -8.620137, -10.290489], [-0.245682, -6.265252, -9.875694], [1.526880, -6.261108, -10.080007], [0.823277, -4.026869, -9.225598], [1.861538, -4.827063, -8.121191], [-1.221980, -4.651467, -8.005722], [-0.146762, -3.749883, -7.009724], [-1.056660, -5.725882, -5.902853], [0.681673, -5.599165, -5.951597], [-1.061717, -7.642294, -7.308750], [0.391148, -7.834988, -6.337807], [2.276079, -8.333020, -7.214063], [2.673312, -6.735151, -7.515442], [2.895273, -7.914487, -8.892963], [-8.693952, -3.230959, 4.116291], [-8.041953, -2.196148, 3.144893], [-8.677779, -2.380489, 1.784804], [-8.000573, -1.559330, 0.585171], [-9.075215, -1.519146, -0.533415], [-8.579198, -0.684878, -1.773714], [-8.351780, 0.725137, -1.346451], [-7.365069, 0.864190, -0.177343], [-7.629730, -0.082712, 1.060975], [-6.718025, -2.253009, 0.037871], [-8.006708, -3.330652, 4.956440], [-8.579725, -4.140001, 3.525784], [-9.738988, -3.012584, 4.336048], [-7.018594, -2.549049, 3.017192], [-7.982203, -1.170324, 3.508483], [-9.732992, -2.114775, 1.848184], [-8.603760, -3.418751, 1.461338], [-9.973247, -1.136752, -0.048220], [-9.217274, -2.579048, -0.744407], [-9.412426, -0.699004, -2.476301], [-7.740582, -1.054071, -2.364060], [-9.273771, 1.250182, -1.096715], [-8.038025, 1.382789, -2.157101], [-7.226728, 1.887843, 0.170639], [-6.349687, 0.595883, -0.469084], [-8.525922, 0.212596, 1.606610], [-6.814306, -0.147793, 1.781370], [-7.115873, -3.208170, -0.304887], [-6.019008, -2.464408, 0.847062], [-6.239445, -1.742280, -0.797730], [-4.538781, 9.063449, -1.272809], [-3.431929, 8.800582, -2.345368], [-2.148356, 8.377531, -1.603603], [-0.856225, 8.243023, -2.546218], [0.304041, 7.946818, -1.541628], [1.615183, 8.006672, -2.302850], [1.886619, 9.415617, -2.886738], [0.746434, 9.887000, -3.827172], [-0.652725, 9.684074, -3.210552], [-0.936115, 7.185165, -3.622680], [-5.331341, 9.668186, -1.713556], [-4.124393, 9.608580, -0.424744], [-4.984618, 8.135037, -0.915881], [-3.305062, 9.753846, -2.858471], [-3.850300, 8.117837, -3.084922], [-2.250400, 7.470340, -1.008045], [-1.818750, 9.137039, -0.894657], [0.215864, 8.790819, -0.857553], [0.222139, 7.020071, -0.973689], [2.357961, 7.757851, -1.544900], [1.837025, 7.155229, -2.946215], [1.857216, 10.084017, -2.026222], [2.893216, 9.433256, -3.304533], [0.809936, 10.952702, -4.047076], [0.689758, 9.345469, -4.771426], [-0.796958, 10.442979, -2.441552], [-1.460234, 9.871513, -3.918298], [-0.880663, 6.222829, -3.113848], [-0.206289, 7.313661, -4.422024], [-1.935870, 7.335825, -4.029991], [4.516574, 3.945605, 6.059724], [3.573047, 4.926888, 6.723547], [2.746082, 5.872951, 5.770820], [1.718207, 6.757286, 6.570479], [0.949576, 7.504337, 5.460784], [0.010441, 8.606136, 5.939588], [0.768621, 9.576433, 6.821898], [1.511358, 8.874693, 8.047538], [2.460868, 7.818991, 7.548143], [0.741547, 5.916007, 7.449524], [5.247072, 3.684470, 6.825416], [5.043980, 4.484742, 5.272793], [4.093051, 3.114038, 5.496499], [4.248558, 5.535291, 7.324904], [3.070658, 4.374253, 7.517460], [2.181666, 5.220081, 5.105018], [3.474209, 6.539764, 5.308979], [1.717497, 7.996031, 4.863593], [0.444798, 6.738449, 4.871961], [-0.356943, 9.164296, 5.078433], [-0.847389, 8.248469, 6.509049], [1.466351, 10.134898, 6.197874], [0.094393, 10.329991, 7.228929], [1.981047, 9.669826, 8.626561], [0.838704, 8.464280, 8.800665], [3.108975, 8.176659, 6.748050], [3.109785, 7.370882, 8.300606], [1.407260, 5.429674, 8.162551], [0.337396, 5.150445, 6.787191], [-0.064676, 6.577844, 7.765854], [6.156349, -3.039204, -3.782366], [5.794314, -4.367663, -3.707026], [5.098794, -2.258400, -4.271464], [6.668038, -2.659226, -2.577712], [7.186988, -3.041848, -4.774382]], "forces_ev_per_angstrom": [[0.20, -0.46, 0.88], [-0.62, 2.27, -2.57], [-0.24, -0.15, 0.39], [0.15, 0.13, 0.30], [-0.55, 0.11, 0.30], [0.47, -0.51, -0.40], [0.58, -0.53, 0.70], [-0.12, -0.72, 0.47], [0.43, 0.98, 0.16], [-1.96, -0.18, 0.32], [-0.24, -0.62, 0.50], [-1.58, 0.04, 1.86], [-0.22, 0.54, 0.69], [0.49, 1.42, -0.02], [0.50, -0.36, 2.87], [0.96, 0.43, -0.96], [-0.22, -1.30, -0.81], [0.88, 0.32, -1.95], [0.09, -0.12, 0.12], [0.19, -0.14, -0.28], [0.01, 0.21, 0.00], [0.20, -0.36, -0.22], [-0.23, -0.05, 0.00], [-0.24, -0.45, -0.51], [0.25, -0.16, 0.23], [0.32, -0.10, -0.29], [0.00, 0.13, 0.13], [0.07, 0.20, -0.12], [-0.48, 0.12, 0.40], [0.64, -0.41, -0.86], [-0.09, -0.04, -0.25], [0.26, 0.48, -0.19], [0.18, -0.49, -0.33], [-0.39, -0.17, -0.28], [0.44, -0.51, 0.13], [0.07, -0.32, 0.57], [-0.28, 0.57, -0.68], [0.01, 0.41, -0.36], [-1.38, 0.38, 0.51], [1.78, -0.33, -1.51], [-0.46, -1.21, 2.28], [0.39, 1.02, -0.46], [0.20, 0.05, 1.05], [-0.43, 0.73, -0.43], [-0.25, 1.14, -1.36], [0.90, -1.90, 1.58], [0.10, 0.26, -0.67], [-1.65, -0.34, 0.75], [0.02, 0.47, 0.01], [-0.66, -0.28, -0.94], [0.77, 0.04, 0.47], [0.25, -0.17, 0.70], [-0.01, 0.23, -0.15], [0.08, 0.65, -0.06], [0.38, 0.30, 0.27], [0.03, 0.24, 0.06], [-0.11, -0.27, -0.02], [0.11, -0.22, -0.42], [-0.03, -0.11, 0.22], [-0.04, -0.04, -0.45], [0.23, 0.05, -0.10], [-0.02, -0.35, 0.07], [0.07, -0.09, 0.26], [0.11, 0.01, -0.33], [0.01, -0.09, -0.26], [0.20, -0.54, -0.53], [-0.19, 0.35, -0.65], [-0.22, 0.05, 0.14], [1.16, 0.65, -1.28], [0.53, -0.85, -0.11], [0.75, 0.96, -0.86], [0.53, 1.04, 0.46], [2.10, -0.09, -0.16], [-1.50, -0.53, 0.56], [0.26, 1.77, 0.72], [0.82, -1.34, 0.90], [-1.51, -0.49, -1.29], [-1.66, -0.63, 0.75], [-0.65, 0.06, 0.35], [-0.53, -0.45, 0.46], [0.24, -0.13, 0.29], [0.33, 0.21, 0.26], [-0.41, -0.08, -0.04], [0.03, 0.26, -0.49], [-0.01, 0.01, 0.03], [0.06, 0.30, -0.38], [-0.22, 0.09, -0.29], [-0.11, -0.08, -0.05], [0.13, -0.51, 0.56], [-0.43, -0.46, 0.44], [0.54, -0.36, -0.24], [-0.47, -0.02, 0.16], [0.08, -0.03, -0.51], [-0.03, 0.17, -0.01], [0.11, -0.06, -0.38], [0.33, -0.10, -0.21], [-0.10, 0.39, 0.01], [-0.32, 0.30, 0.38], [0.36, -0.20, -0.49], [-0.50, 0.52, 1.16], [0.63, -0.08, -1.75], [-0.20, 0.97, 1.12], [-0.07, 1.05, -1.76], [0.79, 0.13, 0.81], [-0.91, -0.66, 0.22], [-0.52, -0.99, 0.09], [0.66, -0.57, 0.97], [-1.21, 0.62, 0.85], [0.03, -0.05, 0.06], [-0.08, 0.03, 0.03], [0.09, 0.01, 0.05], [0.32, -0.05, 0.00], [0.46, -0.36, 0.11], [0.00, -0.31, -0.44], [-0.26, 0.21, -0.18], [0.32, -0.08, 0.16], [-0.73, -0.13, -0.44], [0.30, 0.52, 0.30], [-0.76, 0.14, -0.64], [0.29, 0.21, 0.05], [-0.26, 0.26, -0.29], [0.15, -0.05, -0.10], [0.67, 0.08, -0.17], [-0.06, -0.38, 0.50], [0.17, -0.54, -0.13], [0.13, -0.03, -0.32], [0.12, 0.03, 0.46], [0.11, -0.36, -0.28], [0.34, 0.75, -1.16], [0.14, 0.67, 0.60], [0.07, -1.26, 2.88], [-0.35, -0.04, 0.87], [0.10, 0.16, 0.65], [0.25, -0.10, 0.71], [0.30, -0.16, 1.38], [-0.90, 0.75, -1.14], [0.12, -0.43, -2.46], [1.36, 0.24, -2.01], [-0.06, -0.57, -0.34], [0.45, 0.11, 0.03], [-0.29, -0.24, 0.66], [-0.02, 0.52, -0.09], [-0.95, 0.10, -0.40], [-0.11, 0.55, -0.32], [-0.45, 0.02, -0.34], [0.10, -0.23, -0.15], [0.09, 0.00, 0.03], [-0.11, -0.29, -0.14], [-0.12, -0.31, -0.26], [0.43, -0.07, 0.19], [-0.09, -0.07, 0.00], [0.69, -0.18, -0.24], [-0.44, -0.20, -0.31], [0.42, 0.79, 0.48], [-0.54, -0.61, -0.10], [-0.71, 0.34, 0.45], [-0.12, -0.03, 0.07], [0.41, -0.26, 0.49], [0.99, -0.45, -2.04], [-1.18, -1.48, 0.44], [-0.28, 0.27, 0.45], [0.11, 0.91, 1.20], [0.18, 0.62, 0.01]], "mulliken_charge": [-0.90, -0.21, -0.95, 0.26, 0.29, 0.23, 0.12, 0.18, -1.43, 0.02, -0.86, 0.15, -0.75, -0.57, -0.67, -0.73, -0.69, -1.03, 0.35, 0.35, 0.38, 0.28, 0.30, 0.49, 0.40, 0.43, 0.43, 0.41, 0.31, 0.35, 0.33, 0.45, 0.32, 0.48, 0.41, 0.48, 0.31, 0.31, -1.38, -0.06, -0.99, 0.23, -0.53, -0.76, -0.65, -0.77, -0.65, -0.97, 0.32, 0.33, 0.37, 0.34, 0.28, 0.47, 0.47, 0.44, 0.41, 0.36, 0.34, 0.31, 0.37, 0.35, 0.42, 0.46, 0.34, 0.37, 0.43, 0.34, -1.22, -0.29, -0.78, 0.01, -0.70, -0.57, -0.65, -0.91, -0.72, -0.94, 0.38, 0.33, 0.35, 0.30, 0.42, 0.35, 0.42, 0.43, 0.51, 0.35, 0.32, 0.34, 0.38, 0.45, 0.39, 0.46, 0.47, 0.40, 0.35, 0.38, -1.37, -0.19, -0.65, 0.13, -0.63, -0.81, -0.59, -0.85, -0.69, -0.92, 0.39, 0.37, 0.35, 0.29, 0.30, 0.44, 0.35, 0.38, 0.51, 0.43, 0.37, 0.27, 0.37, 0.41, 0.40, 0.45, 0.40, 0.36, 0.38, 0.34, -1.49, -0.26, -0.41, -0.11, -0.59, -0.58, -0.72, -0.75, -0.55, -1.00, 0.38, 0.36, 0.38, 0.28, 0.29, 0.41, 0.36, 0.40, 0.50, 0.35, 0.29, 0.30, 0.37, 0.43, 0.33, 0.40, 0.47, 0.33, 0.35, 0.50, 0.63, -0.42, -0.41, -0.38, -0.42], "spin_multiplicity": 1, "fmax_ev_per_a": 3.482, "gap_ha": 0.1332, "homo_ha": -0.2964, "total_charge": 3}